(1)
C37H39Ge2N5OPPdS | the ωB97M-V functional and the def2-TZVPD basis

```
87
Properties=species:S:1:pos:R:3:mulliken_charge:R:1
Pd -0.22 -0.36 0.32 -0.119
O -0.34 -0.87 3.20 -0.583
N -1.20 -0.70 2.12 0.288
C -2.34 -1.18 2.40 -0.562
C -3.55 -1.12 1.59 0.807
C -4.70 -1.61 2.20 -0.897
C -5.93 -1.53 1.59 -0.769
C -6.04 -0.92 0.35 -0.769
C -4.91 -0.43 -0.28 -0.670
C -3.65 -0.55 0.31 0.899
P -2.23 -0.02 -0.71 0.663
C -2.36 -1.25 -2.06 0.992
C -3.25 -1.13 -3.12 -0.514
C -3.33 -2.12 -4.09 -0.940
C -2.52 -3.25 -4.00 -0.517
C -1.64 -3.39 -2.93 -0.711
C -1.57 -2.40 -1.97 -0.624
C -2.74 1.64 -1.23 0.955
C -3.03 2.51 -0.18 -0.883
C -3.43 3.81 -0.43 -0.741
C -3.54 4.25 -1.75 -0.581
C -3.24 3.39 -2.79 -0.974
C -2.83 2.09 -2.54 0.098
H 0.30 -0.16 3.12 0.347
H -2.44 -1.61 3.40 0.355
H -4.62 -2.06 3.19 0.415
H -6.81 -1.92 2.09 0.415
H -7.01 -0.82 -0.13 0.452
H -5.00 0.06 -1.23 0.260
H -3.88 -0.26 -3.21 0.313
H -4.03 -2.02 -4.91 0.442
H -2.57 -4.01 -4.77 0.403
H -1.02 -4.27 -2.85 0.445
H -0.88 -2.51 -1.14 0.485
H -2.93 2.16 0.85 0.383
H -3.64 4.48 0.39 0.453
H -3.87 5.27 -1.95 0.430
H -3.32 3.73 -3.82 0.461
H -2.57 1.44 -3.37 0.487
N 4.41 -3.54 2.21 -0.351
C 3.82 -2.75 3.11 0.704
N 4.42 -2.57 4.30 -0.398
N 2.67 -2.14 2.92 -0.496
C 1.99 -2.05 1.83 0.568
N 1.28 -1.84 0.92 -0.635
H 5.26 -4.04 2.42 0.194
H 3.98 -3.67 1.31 0.173
H 5.30 -3.00 4.52 0.179
H 3.98 -1.95 4.96 0.226
S 0.14 0.50 -2.84 -0.079
C 0.71 0.41 -1.32 0.412
C 2.80 -1.26 -4.29 -1.234
Ge 3.85 -0.90 -2.68 1.010
C 5.68 -0.42 -3.22 -1.264
C 3.96 -2.54 -1.60 -1.251
Ge 2.68 0.81 -1.32 -0.281
C 3.27 1.20 0.52 0.199
C 4.63 1.13 0.80 -0.520
C 5.13 1.50 2.05 -0.628
C 4.25 1.95 3.03 -0.609
C 2.89 2.01 2.76 -0.858
C 2.41 1.64 1.52 0.043
C 2.59 2.58 -2.18 0.251
C 1.74 3.55 -1.64 0.031
C 1.60 4.79 -2.24 -0.780
C 2.31 5.08 -3.40 -0.440
C 3.16 4.13 -3.95 -0.683
C 3.29 2.88 -3.35 -0.110
H 3.36 -1.97 -4.90 0.460
H 2.62 -0.36 -4.87 0.361
H 1.83 -1.71 -4.03 0.361
H 6.05 -1.23 -3.85 0.432
H 6.35 -0.31 -2.37 0.369
H 5.71 0.50 -3.80 0.417
H 3.95 -3.41 -2.26 0.524
H 3.13 -2.60 -0.90 0.149
H 4.91 -2.54 -1.06 0.376
H 5.32 0.80 0.03 0.361
H 6.19 1.47 2.24 0.444
H 4.63 2.27 3.99 0.414
H 2.21 2.37 3.53 0.467
H 1.35 1.73 1.31 0.556
H 1.18 3.32 -0.74 0.225
H 0.94 5.53 -1.81 0.419
H 2.20 6.04 -3.88 0.387
H 3.71 4.35 -4.86 0.405
H 3.93 2.13 -3.80 0.108
```

Computed properties:
F_max: 0.6 eV/Å
net charge: +1
2S+1: 3
E_HOMO (alpha / beta): -8.163 / -10.722 eV
<S²>: 2.02
Kohn-Sham gap (alpha / beta): 5.44 / 6.80 eV

***

(2)
C37H39N2O3Sm | the ωB97M-V functional and the def2-TZVPD basis

```
82
Properties=species:S:1:pos:R:3:mulliken_charge:R:1
C -0.64 -1.27 -1.69 0.222
C -1.68 -0.31 -1.53 -1.312
C -1.18 0.95 -1.98 0.026
H -2.68 -0.52 -1.17 0.577
C 0.16 0.75 -2.45 -0.280
C 0.49 -0.62 -2.27 -1.197
H 0.78 1.50 -2.95 0.360
C -0.64 -0.55 2.58 -0.469
C -1.74 -0.69 1.69 -0.598
C -2.19 0.62 1.35 -1.023
H -2.19 -1.63 1.39 0.398
C -1.36 1.57 2.01 -0.205
C -0.40 0.84 2.78 -1.168
H -1.76 1.86 -2.09 0.545
H 1.40 -1.12 -2.61 0.527
H -0.75 -2.34 -1.53 0.342
H 0.33 1.29 3.45 0.300
H -3.06 0.87 0.74 0.528
H -0.15 -1.36 3.12 0.575
Sm 0.20 0.32 0.18 1.066
C -1.46 3.08 1.92 3.192
C -1.08 3.71 3.27 -1.942
C -2.87 3.52 1.53 -2.015
H -1.75 3.33 4.05 0.406
H -1.18 4.79 3.20 0.506
H -0.04 3.48 3.54 0.342
H -3.60 3.13 2.25 0.440
H -3.14 3.17 0.52 0.255
H -2.92 4.62 1.53 0.489
C -0.47 3.51 0.79 -0.594
C -0.31 5.03 0.60 0.163
H -0.83 3.10 -0.17 -0.413
H 0.55 3.12 0.98 0.661
O -0.62 5.87 1.44 -0.685
N 0.19 5.46 -0.60 -0.053
C 0.52 4.70 -1.80 -0.966
H 0.36 6.46 -0.63 0.289
C -0.67 4.50 -2.74 0.729
C -0.46 3.85 -3.96 -0.231
H 0.56 3.57 -4.23 0.466
C -1.53 3.57 -4.80 -0.652
H -1.35 3.03 -5.73 0.388
C -2.82 3.98 -4.45 -0.503
H -3.66 3.77 -5.12 0.381
C -3.03 4.67 -3.26 -0.647
H -4.03 5.02 -2.97 0.405
C -1.95 4.94 -2.40 -0.204
H -2.11 5.49 -1.47 0.412
H 0.96 3.72 -1.53 0.011
H 1.30 5.25 -2.34 0.538
C 0.78 -5.40 -2.60 -1.872
C 0.19 -5.01 -1.27 1.430
C -1.20 -5.00 -1.14 -1.064
C -1.81 -4.62 0.06 -0.790
C -1.01 -4.27 1.14 -0.858
C 0.39 -4.28 1.01 0.057
N 1.08 -3.93 2.16 0.249
C 2.41 -3.51 2.38 -0.574
C 3.19 -4.27 3.26 -0.336
C 4.52 -3.93 3.51 -0.541
C 5.08 -2.80 2.92 -0.701
C 4.30 -1.98 2.10 -0.564
C 2.97 -2.31 1.85 0.490
C 2.14 -1.35 1.12 0.754
O 2.32 -0.08 1.24 -0.898
O 1.15 -1.76 0.40 -0.098
C 1.01 -4.66 -0.19 1.087
C 2.49 -4.67 -0.32 -1.472
H 1.37 -4.58 -3.04 0.344
H 1.43 -6.28 -2.53 0.404
H -0.03 -5.63 -3.30 0.389
H -1.80 -5.29 -2.00 0.274
H -2.89 -4.61 0.15 0.400
H -1.44 -3.97 2.10 0.382
H 0.57 -4.09 3.02 0.380
H 2.73 -5.15 3.72 0.434
H 5.10 -4.56 4.18 0.395
H 6.12 -2.53 3.11 0.400
H 4.68 -1.07 1.65 0.467
H 2.89 -3.65 -0.26 0.201
H 2.98 -5.27 0.45 0.332
H 2.78 -5.07 -1.29 0.517
```

Computed properties:
F_max: 1.9 eV/Å
2S+1: 6
E_HOMO (alpha / beta): -7.573 / -7.573 eV
<S²>: 8.76
Kohn-Sham gap (alpha / beta): 7.81 / 7.84 eV